(1)
{
  "formula": "C28H61Br20FN2Nb",
  "method": "ωB97M-V/def2-TZVPD",
  "species": ["Nb", "Br", "Br", "Br", "Br", "Br", "Br", "Br", "Br", "Br", "Br", "Br", "Br", "Br", "Br", "Br", "Br", "Br", "Br", "Br", "Br", "F", "N", "N", "C", "C", "C", "C", "C", "C", "C", "C", "C", "C", "C", "C", "C", "C", "C", "C", "C", "C", "C", "C", "C", "C", "C", "C", "C", "C", "C", "C", "H", "H", "H", "H", "H", "H", "H", "H", "H", "H", "H", "H", "H", "H", "H", "H", "H", "H", "H", "H", "H", "H", "H", "H", "H", "H", "H", "H", "H", "H", "H", "H", "H", "H", "H", "H", "H", "H", "H", "H", "H", "H", "H", "H", "H", "H", "H", "H", "H", "H", "H", "H", "H", "H", "H", "H", "H", "H", "H", "H", "H"],
  "coordinates": [[-1.88317, 0.46565, 1.86827], [2.65928, 4.81632, -5.48777], [-4.37693, -2.95486, 0.09322], [6.60014, 6.37323, -3.41979], [1.84742, 1.56627, -3.10369], [4.44689, -3.52050, -3.36643], [-3.76161, 5.87365, 2.39084], [-2.67367, 9.11529, 0.97770], [-6.61305, 2.76526, 7.17082], [-4.93307, -0.01601, 5.46584], [4.54930, 2.29999, -7.41802], [-4.57802, -4.52958, 3.41402], [4.23335, -4.51307, 0.17115], [1.24561, -1.58194, -4.97459], [8.29278, 3.87491, -5.50439], [-8.63216, -1.82855, 7.39883], [9.12076, -8.85457, 0.84188], [6.05762, -9.40765, -1.14072], [-5.52144, -1.50636, 9.35304], [2.75371, -4.54515, -8.69242], [2.56475, -6.42429, -5.52391], [-2.72557, 2.98928, 0.10956], [0.61277, 1.77565, 5.41550], [0.22271, -0.34450, -0.26454], [-0.61874, -0.19901, 5.16960], [4.67047, 4.24020, -7.45423], [1.93780, 0.12722, -5.59358], [-8.36908, -1.21499, 9.22664], [1.21089, -5.33392, -7.80438], [-4.74509, 2.57445, 6.63690], [-4.62273, 1.88944, 5.30504], [7.42175, -7.90571, 0.88997], [-5.92754, -3.63112, 1.04818], [8.43288, 6.35755, -4.06534], [4.50039, -5.60733, -1.41567], [-3.14575, 2.31141, 1.30070], [-2.31371, 7.29730, 0.37011], [-5.20346, 0.77409, 0.79484], [-3.50809, 6.40034, 0.53891], [4.51248, 4.83217, -6.07970], [-0.41453, -0.68130, -1.51908], [8.51457, 5.80740, -5.46455], [-5.82933, -3.33551, 2.52222], [-0.68739, 1.73889, 3.35296], [-0.18042, 1.13029, 4.66546], [-0.23804, 0.93419, 0.31782], [2.84074, 0.77093, -4.57795], [6.25572, -8.83972, 0.71223], [5.39258, -4.92746, -2.41787], [-4.66637, 2.14318, 1.19364], [-7.11634, -0.39317, 9.36519], [1.28871, -5.18414, -6.31023], [-8.35977, -2.09968, 9.85469], [-5.49104, -2.32277, 2.72333], [1.07839, 0.74286, -5.83752], [1.21820, -0.32059, -0.44232], [4.80461, 5.88002, -6.08294], [5.08741, 4.30359, -5.32625], [0.18912, 2.16127, 2.87668], [-1.29142, 2.59237, 3.65630], [-4.35447, 3.58860, 6.58928], [-1.45025, 6.94788, 0.92546], [-4.68804, 0.44394, -0.09659], [8.76183, 7.39424, -4.04831], [3.51604, -5.82946, -1.81486], [-2.99400, 3.02841, 2.10388], [9.49495, 5.99959, -5.89481], [-6.24799, 0.88188, 0.51826], [0.58980, 1.47262, 0.76101], [7.46739, -7.14361, 0.11902], [-0.08968, -0.37469, 6.09592], [-0.61911, 1.57047, -0.49260], [1.59452, -4.18876, -6.00525], [-2.05525, 7.39159, -0.68186], [-1.31452, -1.27950, -1.39712], [-4.43288, 6.86550, 0.21402], [0.34793, -4.79823, -8.19328], [-3.35811, 5.46565, -0.00098], [6.26490, -4.47023, -1.96225], [5.65990, 4.45850, -7.85170], [5.71001, -5.63288, -3.18356], [9.01089, 5.78223, -3.35005], [6.34560, -9.74215, 1.30703], [1.16685, -6.37125, -8.11889], [5.32530, -8.33295, 0.96106], [-5.16290, 2.48744, 2.09443], [4.95929, -6.52501, -1.05673], [3.54724, 0.07365, -4.13749], [-7.00216, 0.33428, 8.56664], [-3.09276, -0.01220, 3.15944], [7.38116, -7.42994, 1.86680], [-3.60848, 1.98320, 4.91528], [-4.98549, 2.82992, 0.41284], [-5.10622, 0.03167, 1.57542], [0.27376, -1.28159, -2.10063], [-0.38548, -1.00144, 4.49133], [-4.24656, 2.02994, 7.43195], [-7.10213, 0.11998, 10.32459], [3.91461, 4.58800, -8.15048], [-5.32521, 2.26704, 4.56910], [3.38053, 1.59225, -5.04334], [-0.86414, -0.96729, 2.39132], [-9.24515, -0.61309, 9.45892], [0.33143, -5.42518, -5.85344], [7.74841, 6.21891, -6.11345], [-6.78646, -3.50413, 3.01171], [0.81880, 2.67713, 4.98346], [-0.66632, 0.18694, -2.13526], [-6.00063, -4.69352, 0.83868], [-1.67987, -0.16569, 5.39785], [2.49134, -0.10037, -6.50252], [-2.59088, -0.61374, 0.57978], [-6.78362, -3.11581, 0.61673]],
  "atomic_forces_ev_per_a": [[0.9242, 0.5187, -1.0380], [0.0800, -0.0924, -0.0027], [-0.0573, -0.1258, 0.0312], [0.0340, -0.0064, 0.0713], [0.0858, -0.1136, -0.0603], [0.0089, 0.1009, 0.0190], [-0.0787, 0.1350, 0.0625], [0.0384, -0.0185, 0.0350], [0.0015, 0.0338, 0.0579], [-0.2485, -0.0519, 0.1616], [0.0255, 0.0269, -0.1709], [0.0027, 0.0557, -0.0111], [-0.0290, -0.0254, -0.0336], [-0.0558, 0.0253, 0.0309], [-0.0850, 0.0542, -0.0378], [0.0201, -0.0394, 0.0545], [-0.0253, 0.0382, -0.0577], [0.0380, -0.0222, 0.0528], [-0.0252, 0.0445, -0.0488], [-0.0056, -0.0653, 0.0050], [0.0294, -0.0184, -0.0205], [0.2036, 0.0695, -0.1090], [0.5762, 0.3802, 0.4952], [0.1457, 0.1545, -0.1544], [0.1291, 0.1036, 0.5620], [0.1481, -0.0934, 0.0111], [0.1028, -0.1494, -0.0848], [-0.1250, 0.0505, -0.1559], [0.0310, 0.1585, -0.0988], [-0.0146, 0.1735, -0.0374], [0.1994, -0.2606, -0.1044], [0.1410, -0.0702, 0.1403], [0.1041, 0.1783, -0.1820], [-0.1934, 0.1271, 0.0100], [0.0629, 0.0179, 0.2738], [-1.0276, -0.3627, 0.3472], [-0.0353, 0.1277, -0.0959], [-0.0809, 0.5348, -0.3065], [0.0242, -0.3220, 0.0165], [-0.2037, 0.1332, 0.0114], [0.0479, -0.3037, -0.0284], [0.1625, -0.1715, -0.0180], [-0.0490, -0.1224, 0.1286], [0.2679, -1.2313, 0.4438], [-0.0826, 0.4930, -0.5209], [-0.6065, -0.3492, -0.1057], [-0.0655, 0.2984, 0.2069], [-0.1717, 0.0845, -0.1580], [-0.0910, -0.0012, -0.2606], [0.0932, -0.1035, -0.3233], [0.1643, -0.0574, 0.1045], [0.0077, -0.1231, 0.1586], [0.0338, 0.0014, 0.0233], [0.0425, 0.0068, -0.0344], [0.0007, 0.0381, 0.0374], [0.0380, 0.1325, 0.1791], [0.0315, -0.0047, -0.0260], [0.0432, -0.0099, -0.0385], [0.2380, 0.1938, -0.2249], [-0.4046, 0.2073, -0.0703], [-0.0228, 0.0009, -0.0370], [-0.0111, -0.0372, 0.0201], [0.2240, -0.3351, -0.1379], [0.0040, -0.0009, -0.0301], [0.0047, 0.0192, -0.0578], [0.2529, 0.3265, 0.0807], [0.0113, 0.0088, 0.0301], [-0.3793, -0.1351, 0.0972], [0.3441, 0.0335, 0.2043], [-0.0356, 0.0063, -0.0159], [0.1198, -0.0509, 0.3366], [-0.1123, 0.2562, 0.0127], [0.0110, 0.0099, -0.0430], [-0.0278, -0.0222, -0.0076], [-0.2683, 0.0613, 0.2651], [0.0181, 0.0598, -0.0065], [-0.0066, 0.0224, 0.0446], [0.0662, -0.0125, 0.0299], [-0.0070, -0.0161, 0.0598], [0.0189, -0.0052, 0.0504], [-0.0307, -0.0394, 0.0243], [0.0371, -0.0473, -0.0470], [0.0444, 0.0046, 0.0235], [0.0006, -0.0222, 0.0275], [0.0207, 0.0370, 0.0136], [-0.0231, 0.0396, 0.4184], [0.0438, -0.0571, -0.0891], [-0.0206, -0.0619, -0.0462], [-0.0108, -0.0585, -0.0173], [-0.3151, 0.1523, 0.3885], [-0.0443, -0.0095, 0.0038], [0.0040, 0.0018, 0.0027], [-0.0786, 0.3671, -0.1441], [0.1283, -0.2220, 0.1798], [0.1863, -0.2188, -0.1813], [-0.2685, -0.1946, -0.4207], [-0.0023, -0.0388, -0.0093], [-0.0559, -0.0128, 0.0089], [-0.0340, 0.0208, 0.0261], [-0.0015, 0.0530, 0.0124], [-0.0538, -0.0393, 0.0340], [-0.2832, -0.0938, 0.2003], [0.0260, 0.0351, 0.0048], [-0.0167, -0.0041, -0.0342], [-0.0073, 0.0632, 0.0181], [-0.0118, 0.0006, -0.0250], [0.0539, 0.0321, 0.0047], [-0.0979, 0.2240, -0.0322], [-0.0248, -0.0233, 0.0674], [-0.3171, -0.2622, -0.2661], [0.0237, 0.0273, 0.0105], [0.3854, -0.2378, -0.2268], [-0.0258, 0.0126, 0.0627]],
  "lumo_energy_ev": 1.310,
  "homo_energy_ev": -4.002,
  "total_charge": -1,
  "total_energy_ha": -52849.8652,
  "orbital_gap_ev": 5.31
}

=====

(2)
{
  "formula": "C28H61BrNO23S8",
  "method": "ωB97M-V/def2-TZVPD",
  "species": ["Br", "S", "S", "S", "S", "S", "S", "S", "S", "O", "O", "O", "O", "O", "O", "O", "O", "O", "O", "O", "O", "O", "O", "O", "O", "O", "O", "O", "O", "O", "O", "O", "N", "C", "C", "C", "C", "C", "C", "C", "C", "C", "C", "C", "C", "C", "C", "C", "C", "C", "C", "C", "C", "C", "C", "C", "C", "C", "C", "C", "C", "H", "H", "H", "H", "H", "H", "H", "H", "H", "H", "H", "H", "H", "H", "H", "H", "H", "H", "H", "H", "H", "H", "H", "H", "H", "H", "H", "H", "H", "H", "H", "H", "H", "H", "H", "H", "H", "H", "H", "H", "H", "H", "H", "H", "H", "H", "H", "H", "H", "H", "H", "H", "H", "H", "H", "H", "H", "H", "H", "H", "H"],
  "coordinates": [[1.91593, -1.19071, 2.21558], [-1.43377, 3.69069, 1.58683], [4.58128, -2.99849, 1.09574], [-3.13515, 2.19889, 10.30265], [-0.72896, -0.30059, 6.23274], [-0.10712, -8.97437, -6.06714], [-1.93968, 9.21608, -3.58588], [5.41144, -5.10965, -0.57825], [2.24425, 0.34614, -4.93712], [4.73378, -5.02006, -3.11566], [4.36681, -1.94648, 0.11524], [2.49637, -1.05502, -4.85445], [4.99142, -2.53715, 2.39971], [-0.56679, -8.88427, -4.71661], [-4.31361, 2.96273, 10.57558], [3.47557, 1.15016, -4.36007], [4.24874, -5.96630, -0.44245], [-1.25408, -9.64068, -6.95254], [0.39147, -7.81744, -6.73943], [6.66409, -5.78423, -0.81285], [-2.04534, 2.49002, 11.42241], [-2.50791, 2.29588, 9.02088], [-2.30559, 10.04587, -4.89037], [-0.72164, 1.28117, 6.20726], [-2.47242, 3.74983, 0.38648], [-1.09124, 8.12596, -3.95461], [-0.62564, -0.79493, 4.89483], [-3.13208, 8.97064, -2.83440], [-2.11215, 4.08253, 2.79015], [1.03492, 0.88892, -4.39292], [-0.23476, 4.37173, 1.21033], [-1.78595, -0.76516, 7.08297], [5.62817, -4.11612, 0.65169], [2.98999, -3.77586, 1.35629], [0.80998, -0.51248, 7.05526], [5.13576, -4.14575, -2.08620], [0.57446, -3.61996, 1.82108], [-3.22890, 4.97084, 0.22270], [-3.42191, 0.51038, 10.68935], [3.43768, -4.96453, -3.54243], [-3.05815, 1.97917, 5.88599], [1.07027, -4.75096, -3.19157], [4.10722, 0.06396, -2.21473], [3.21096, -5.13656, -4.89458], [-2.56873, -9.04766, -6.86455], [1.06526, -10.27634, -6.20537], [-2.83023, 9.30418, -6.01743], [1.91814, -5.13520, -5.38343], [-2.68869, -7.77413, -7.67586], [0.83578, -4.94204, -4.54792], [2.35523, -4.78250, -2.68234], [-2.01670, 4.93675, 11.71018], [2.41646, 0.85989, -6.61273], [-4.29183, 8.94659, -5.84920], [-0.99642, 10.46120, -2.78074], [-1.26093, 3.69713, 11.28002], [-1.65455, 1.96044, 5.32692], [3.57253, 1.29381, -2.91531], [1.77050, -2.86955, 1.25571], [-1.17140, 1.95747, 1.58447], [-2.43033, 6.07146, -0.44169], [-4.43356, 8.21947, -5.05152], [-0.17721, -4.93573, -4.92068], [-4.67214, 8.51906, -6.77712], [-1.25882, 2.96823, 5.23142], [-0.71164, 10.05858, -1.81136], [1.65256, 0.33486, -7.18148], [4.04008, -5.27411, -5.57216], [1.59537, -2.65665, 0.20509], [1.96063, -9.94331, -5.68493], [-0.39206, 3.53436, 11.91408], [-0.34157, -3.04494, 1.72548], [-2.43367, 4.80316, 12.70812], [0.46705, -4.57049, 1.29700], [-2.68935, 9.96645, -6.86886], [5.04107, -0.26881, -2.66869], [-3.48672, 0.97653, 5.90012], [-0.81584, 1.65351, 0.60377], [-0.41568, 1.74049, 2.33682], [-4.20818, 0.16710, 10.02117], [0.65578, -11.16509, -5.73468], [-4.87603, 9.83218, -5.60034], [-3.24155, -9.81358, -7.24543], [0.75463, -3.84262, 2.87049], [-1.97866, 5.71420, -1.36666], [-3.74096, 0.43880, 11.72551], [-2.10686, 1.46393, 1.83286], [-0.11620, 10.67485, -3.37979], [0.24605, -4.58137, -2.51266], [1.27698, -10.44779, -7.25706], [1.60006, -0.12229, 6.42013], [-1.34051, 5.79194, 11.71893], [2.85105, -4.58999, 0.65243], [6.11726, -3.74951, -2.33668], [3.04224, -4.20786, 2.35390], [-2.21473, 8.41909, -6.18094], [3.40738, 0.58157, -6.96026], [2.26564, 1.93407, -6.66840], [-3.05237, 2.34926, 6.90717], [-2.35324, -7.94021, -8.69940], [0.77050, 0.01029, 8.00708], [-1.61767, 1.50088, 4.34048], [-3.61760, 5.28338, 1.19285], [-0.90923, 3.77602, 10.25077], [-2.50700, -0.04777, 10.51367], [0.94008, -1.58107, 7.20953], [-1.61597, 11.34519, -2.65898], [2.59815, 1.58948, -2.52517], [4.46232, -3.31223, -1.92037], [-3.07941, 6.91727, -0.67117], [3.40057, -0.76306, -2.26659], [1.73145, -5.28460, -6.43754], [-1.62550, 6.42029, 0.20426], [-2.81693, -8.88037, -5.81571], [-2.08146, -6.97585, -7.25246], [4.28656, 0.27804, -1.16280], [-2.84001, 5.15504, 11.03214], [-4.07849, 4.68650, -0.39474], [2.53767, -4.65701, -1.62766], [-3.69552, 2.61611, 5.27137], [-3.72846, -7.44588, -7.69118], [4.24786, 2.13671, -2.78135]],
  "atomic_forces_ev_per_a": [[0.0072, 0.2677, -0.0069], [-0.1155, -0.0792, -0.1263], [0.4212, 0.2224, 0.4627], [0.0809, -0.2097, 0.0946], [0.1888, 0.1925, 0.0855], [0.1344, -0.2160, -0.0140], [0.0426, 0.2008, 0.0144], [0.4157, -0.1949, 0.2561], [0.1510, 0.1383, -0.0447], [0.1117, 0.2672, -0.2408], [-0.0179, -0.4181, -0.4501], [-0.0959, -0.1698, 0.0076], [0.0994, -0.0343, 0.0218], [-0.0887, 0.1274, 0.0077], [-0.0459, 0.0324, -0.0491], [0.0513, -0.0050, -0.0373], [-0.2440, 0.1919, 0.1115], [-0.0157, -0.0129, -0.0335], [-0.0338, 0.0956, -0.0108], [0.0282, -0.0213, 0.0912], [-0.0303, -0.0099, 0.0720], [0.0166, 0.1915, 0.0578], [-0.0086, 0.0416, -0.0007], [0.0315, -0.0053, 0.0312], [0.0073, -0.0516, -0.0134], [-0.0567, -0.1281, 0.0036], [-0.2383, -0.0470, -0.0670], [-0.0059, -0.1066, 0.0492], [0.0442, 0.0553, 0.0931], [-0.0868, -0.0526, 0.0296], [0.0682, 0.0430, 0.0961], [-0.0338, -0.0920, -0.0125], [-0.5759, 0.1183, -0.5604], [-0.2315, 0.1953, 0.3734], [0.0535, -0.0026, 0.0363], [0.2446, -0.0371, 0.1116], [0.1404, -0.0569, -0.0464], [-0.2340, 0.3178, -0.0551], [0.0074, -0.0510, 0.0501], [-0.2217, 0.0056, 0.3617], [-0.0968, -0.1804, 0.0527], [-0.0608, -0.0228, -0.0788], [-0.1456, -0.1083, -0.3036], [-0.0003, -0.1213, -0.2894], [-0.3250, 0.1151, 0.0166], [0.0332, -0.0467, -0.0097], [-0.1162, -0.1692, -0.3059], [-0.2917, -0.0315, -0.3123], [0.1663, 0.0411, 0.0134], [0.0156, 0.1010, 0.4953], [0.3120, 0.2149, -0.0569], [-0.1626, -0.0708, -0.0359], [-0.0107, 0.0459, -0.0493], [0.0086, 0.0038, 0.1851], [0.0390, 0.0483, -0.0003], [0.2276, 0.2793, -0.0313], [-0.2251, 0.2271, -0.1976], [0.1276, 0.1154, 0.5237], [-0.0937, -0.7633, -0.1757], [0.0335, -0.1184, -0.0275], [0.2052, -0.0264, 0.0518], [0.0140, -0.0149, -0.0070], [-0.0401, -0.0199, -0.1390], [0.0225, 0.0187, -0.0295], [0.0869, -0.0202, 0.0759], [-0.0124, -0.0312, 0.0023], [-0.0078, -0.0239, 0.0199], [0.1735, -0.0040, 0.0556], [0.0710, 0.4862, 0.0000], [-0.0083, 0.0344, 0.0134], [-0.0453, -0.1123, 0.0474], [-0.0886, 0.0401, 0.0222], [0.0499, 0.0177, 0.0311], [-0.0712, -0.0489, -0.0945], [0.0429, 0.1001, 0.0745], [0.0328, 0.0472, 0.0357], [0.0005, -0.0024, -0.0281], [0.0256, 0.0203, -0.0091], [0.0369, 0.0179, -0.0201], [0.0023, 0.0208, -0.0320], [-0.0034, -0.0027, 0.0146], [-0.0097, 0.0186, -0.0582], [0.0934, -0.0749, -0.0338], [-0.1111, 0.0397, 0.1226], [-0.0571, 0.0164, -0.0450], [-0.0146, 0.0114, 0.0026], [-0.0083, -0.0053, -0.0072], [0.0077, -0.0074, -0.0068], [-0.0887, -0.0297, 0.0303], [0.0055, 0.0253, -0.0077], [0.0013, -0.0091, -0.0195], [0.0369, -0.0170, 0.0097], [0.1400, -0.1356, -0.1695], [0.0588, 0.0051, -0.0653], [0.1300, -0.0539, 0.0640], [0.0399, 0.0060, 0.1006], [0.0031, -0.0201, 0.0056], [0.0016, 0.0068, 0.0066], [-0.0228, 0.0691, -0.0698], [-0.0507, -0.0196, -0.0206], [-0.0135, 0.0036, 0.0040], [0.0714, -0.1377, 0.0624], [0.0757, -0.0638, 0.0534], [-0.0742, -0.0685, -0.0330], [0.0045, 0.0025, -0.0344], [-0.0174, -0.0149, -0.0217], [-0.0198, -0.0072, 0.0092], [-0.0568, -0.0424, -0.1014], [-0.3145, 0.0108, 0.0914], [-0.0479, -0.0365, -0.0341], [0.0047, 0.0026, 0.0465], [0.1289, -0.0390, -0.0907], [-0.0096, -0.0113, 0.0243], [0.0977, -0.0052, 0.0261], [-0.0049, -0.0024, 0.0179], [-0.0115, 0.0023, 0.0154], [0.0102, -0.0017, -0.0178], [0.0528, -0.1346, -0.0254], [-0.0059, -0.0623, 0.1163], [0.0929, 0.0365, -0.0631], [-0.0207, -0.0357, 0.0023], [0.0158, 0.0207, -0.1337]],
  "lumo_energy_ev": 1.580,
  "homo_energy_ev": -5.804,
  "total_charge": -1,
  "total_energy_ha": -8648.2648,
  "orbital_gap_ev": 7.38
}

=====

Q: Which formula does entry 2 have?
A: C28H61BrNO23S8